The following is a DFT calculation (ωB97M-V/def2-TZVPD) of a structure of composition C42H46BrFIN4O3SiTi in a non-equilibrium geometry.

Each line ends with the Löwdin charge.
Geometry (Å):
Ti (0.0341, 0.1350, 0.1963)  0.961
F (-3.4527, 4.8277, -3.0910)  0.089
C (-2.2367, 4.3193, -3.3522)  -0.171
C (-1.7569, 3.3247, -2.5662)  0.106
C (-0.5005, 2.7513, -2.8527)  -0.044
C (0.0375, 1.7142, -2.0420)  -0.229
O (-0.7011, 1.2669, -1.0266)  -0.203
C (1.3189, 1.2368, -2.3388)  -0.013
C (1.9879, 1.7758, -3.4257)  0.089
N (1.4754, 2.6983, -4.2250)  0.056
C (2.2795, 3.2062, -5.3450)  -0.232
C (1.8439, 2.8889, -6.7445)  -0.078
C (3.0616, 2.2357, -6.1703)  -0.059
C (0.2180, 3.2295, -3.9614)  -0.084
C (-0.3027, 4.2579, -4.7521)  0.086
C (-1.5335, 4.8268, -4.4729)  -0.116
N (-2.0332, 5.8583, -5.2563)  -0.071
C (-1.9497, 5.8457, -6.7100)  -0.113
C (-3.3291, 5.6377, -7.3222)  -0.066
N (-4.2572, 6.7242, -6.8326)  0.074
C (-4.3321, 6.7616, -5.3221)  -0.070
C (-2.9238, 6.9024, -4.7677)  -0.115
C (2.1041, 0.1826, -1.5815)  -0.480
O (3.2652, 0.0254, -1.7567)  0.201
O (1.3648, -0.5608, -0.7078)  -0.166
H (-2.3480, 2.9638, -1.7343)  0.141
H (2.9909, 1.4363, -3.6457)  0.166
H (2.7120, 4.1738, -5.1316)  0.166
H (1.9669, 3.6592, -7.4938)  0.118
H (0.9660, 2.2663, -6.8644)  0.120
H (4.0380, 2.5558, -6.5047)  0.126
H (2.9918, 1.1814, -5.9361)  0.120
H (0.2852, 4.6493, -5.5691)  0.123
H (-1.2943, 5.0557, -7.0645)  0.132
H (-1.5348, 6.7981, -7.0595)  0.145
H (-3.7607, 4.6930, -6.9986)  0.146
H (-3.3071, 5.6711, -8.4096)  0.147
H (-5.1901, 6.5914, -7.2271)  0.192
H (-3.9292, 7.6304, -7.1760)  0.189
H (-4.8019, 5.8335, -5.0033)  0.136
H (-4.9614, 7.6031, -5.0388)  0.148
H (-2.9615, 6.9193, -3.6844)  0.139
H (-2.5109, 7.8679, -5.0836)  0.146
C (1.1216, 1.4920, 1.2431)  -0.213
Si (0.1335, 1.6980, 2.8512)  0.644
C (-0.3442, -0.1444, 3.0789)  -0.157
N (-0.7844, -0.7540, 1.7643)  -0.302
C (-2.2387, -0.4848, 1.4544)  -0.157
C (-3.0689, -1.7605, 1.4158)  -0.158
C (-2.7639, -2.6021, 2.6569)  -0.146
C (-1.2759, -3.0212, 2.6965)  -0.134
C (-0.4618, -2.2250, 1.6846)  -0.165
C (-1.3994, 2.6871, 2.5376)  -0.273
C (-1.5899, 3.4139, 1.3578)  -0.099
C (-2.7219, 4.1999, 1.1792)  -0.076
C (-3.6793, 4.2743, 2.1814)  -0.056
C (-3.5048, 3.5647, 3.3642)  -0.051
C (-2.3734, 2.7822, 3.5401)  -0.087
C (1.1560, 2.2987, 4.2418)  -0.260
C (2.1929, 1.5069, 4.7506)  -0.093
C (3.0282, 1.9947, 5.7430)  -0.059
C (2.8398, 3.2826, 6.2319)  -0.049
C (1.8163, 4.0785, 5.7362)  -0.057
C (0.9773, 3.5901, 4.7446)  -0.081
H (2.0819, 1.0203, 1.4873)  0.062
H (1.3327, 2.4291, 0.7199)  0.054
H (-1.1108, -0.3211, 3.8361)  0.109
H (0.5544, -0.6750, 3.4021)  0.098
H (-2.3293, 0.0579, 0.4924)  0.106
H (-2.6205, 0.1858, 2.2194)  0.125
H (-2.8732, -2.3273, 0.5029)  0.091
H (-4.1193, -1.4713, 1.3827)  0.135
H (-3.4068, -3.4792, 2.6760)  0.123
H (-3.0126, -2.0199, 3.5474)  0.119
H (-1.1548, -4.0760, 2.4495)  0.129
H (-0.8618, -2.8872, 3.6954)  0.118
H (-0.6837, -2.5682, 0.6733)  0.083
H (0.6077, -2.3421, 1.8496)  0.139
H (-0.8371, 3.3878, 0.5771)  0.083
H (-2.8513, 4.7733, 0.2680)  0.098
H (-4.5545, 4.8979, 2.0513)  0.115
H (-4.2442, 3.6320, 4.1521)  0.119
H (-2.2447, 2.2470, 4.4778)  0.119
H (2.3587, 0.4994, 4.3782)  0.098
H (3.8233, 1.3747, 6.1365)  0.115
H (3.4948, 3.6659, 7.0035)  0.118
H (1.6696, 5.0781, 6.1247)  0.115
H (0.1740, 4.2165, 4.3692)  0.103
Br (-4.5203, -2.6625, -3.4126)  0.740
C (-3.2482, -3.9938, -3.0026)  -0.744
C (-3.6104, -5.3235, -3.1741)  -0.109
C (-2.7103, -6.3353, -2.8740)  -0.046
C (-1.4400, -6.0323, -2.4067)  -0.059
C (-1.0640, -4.7089, -2.2344)  -0.153
C (-1.9735, -3.7058, -2.5330)  -0.699
I (-1.3399, -1.7268, -2.2663)  1.122
H (-4.5989, -5.5570, -3.5463)  0.112
H (-3.0079, -7.3665, -3.0095)  0.122
H (-0.7336, -6.8211, -2.1832)  0.119
H (-0.0666, -4.4651, -1.8926)  0.098

The spin multiplicity is 1. The calculation puts the energy above the lowest of the compared OMol25 structures with the same formula, charge and spin at 0.128 eV. Its total energy is -6182.5646 Ha. The value obtained for the LUMO energy is -8.3 eV. The HOMO-LUMO gap comes out at 6.42 eV. The highest occupied orbital energy is -14.7 eV. Its net charge is +3.